{
  "formula": "C5H9N3O2",
  "method": "the ωB97M-V functional and the def2-TZVPD basis",
  "species": ["O", "C", "C", "C", "N", "C", "O", "N", "H", "H", "H", "H", "C", "N", "H", "H", "H", "H", "H"],
  "positions_angstrom": [[0.4447, -1.4282, -1.3256], [-0.3366, -0.6378, -0.8763], [-0.2561, 0.8306, -0.8448], [-1.3247, 1.4407, -0.3691], [-2.4391, 0.8495, 0.1776], [-2.6258, -0.5594, 0.1950], [-3.6291, -1.1066, 0.5671], [-1.4403, -1.0921, -0.2431], [0.4533, 1.4101, -1.3793], [-1.3823, 2.5327, -0.3091], [-3.2788, 1.3665, 0.3636], [-1.5061, -2.1188, -0.4413], [2.7825, -0.4669, 1.0512], [2.2957, 0.1907, -0.1801], [3.3162, 0.2422, 1.6551], [2.0222, -0.8575, 1.6926], [3.4322, -1.3065, 0.7779], [1.6244, -0.3594, -0.6518], [1.8476, 1.0702, 0.1403]],
  "atomic_forces_ev_per_a": [[0.51, -1.03, -0.93], [0.08, 2.45, 0.04], [-0.64, -1.11, -0.77], [-1.42, 1.79, 0.96], [-0.57, -1.28, 0.07], [0.90, 2.78, -0.05], [0.44, -0.23, -0.27], [-1.98, -4.81, -0.01], [0.72, 0.05, -0.17], [0.07, -0.38, -0.29], [0.06, 0.36, 0.13], [0.00, 1.08, 0.70], [0.29, -0.29, -1.26], [1.17, 1.95, 2.04], [0.58, 0.33, 0.11], [-0.91, -0.42, 0.43], [0.04, 0.25, 0.15], [0.16, -0.57, -0.34], [0.50, -0.93, -0.55]],
  "nbo_charge": [-0.59, 0.65, -0.40, 0.07, -0.61, 0.80, -0.58, -0.64, 0.25, 0.22, 0.42, 0.43, -0.41, -0.84, 0.19, 0.16, 0.19, 0.37, 0.33],
  "e_lumo_ev": 0.41,
  "max_force_ha_per_bohr": 0.101,
  "e_above_lowest_kcal_mol": 10.0,
  "homo_lumo_gap_ev": 9.2002
}

{
  "formula": "C14H24N4O2",
  "method": "the ωB97M-V functional and the def2-TZVPD basis",
  "species": ["O", "C", "C", "C", "C", "C", "C", "C", "C", "C", "N", "N", "N", "C", "N", "C", "C", "O", "C", "C", "H", "H", "H", "H", "H", "H", "H", "H", "H", "H", "H", "H", "H", "H", "H", "H", "H", "H", "H", "H", "H", "H", "H", "H"],
  "positions_angstrom": [[-1.4055, -0.1086, -5.0400], [-0.9384, -0.2463, -3.9540], [-1.4909, -1.1853, -2.8858], [-1.0249, -0.8217, -1.4029], [0.4926, -0.3338, -1.3585], [0.8206, -0.0280, 0.1128], [0.6729, 1.5038, 0.4251], [-0.3151, 2.2791, -0.3663], [-0.2215, 2.0770, -1.8594], [0.5829, 0.8885, -2.3123], [0.1439, 0.5314, -3.6120], [-0.0030, 3.6095, 0.1444], [0.0399, 3.3465, 1.5369], [0.7266, 2.1496, 1.7312], [0.0182, 1.4677, 2.8876], [0.8694, 0.4779, 3.5136], [0.2384, 0.1462, 4.8441], [-1.1239, -0.3954, 4.4266], [-1.9371, 0.6257, 3.8439], [-1.3620, 1.1316, 2.5884], [-1.1967, -2.2195, -3.2235], [-2.5320, -1.2389, -2.8821], [-1.0578, -1.7880, -0.8914], [-1.7717, -0.1945, -0.9103], [1.0975, -1.0509, -1.7367], [1.7954, -0.4971, 0.3594], [0.2353, -0.7207, 0.6071], [1.6462, 1.9367, 0.0598], [-1.2623, 2.0255, 0.0874], [0.3111, 3.0247, -2.0534], [-1.1736, 2.1971, -2.3993], [1.6406, 1.2053, -2.4244], [0.0590, 1.2599, -4.3202], [0.9184, 4.0193, -0.1824], [-0.9168, 3.2572, 1.8626], [1.7625, 2.4614, 1.9538], [1.9105, 0.7385, 3.5485], [0.9390, -0.4263, 2.9694], [0.7138, -0.7573, 5.2823], [0.2565, 1.0035, 5.6397], [-2.1029, 1.4200, 4.4687], [-2.9145, 0.1622, 3.6908], [-1.4226, 0.2867, 1.8315], [-1.8876, 1.9564, 2.2988]],
  "atomic_forces_ev_per_a": [[-1.15, -0.25, -2.01], [0.12, -0.16, 2.62], [2.41, -0.38, 0.63], [1.09, -1.61, -1.79], [-3.93, 3.17, 0.67], [1.53, 0.89, -0.85], [3.60, -2.76, -2.69], [-0.31, -0.56, 0.25], [0.02, 2.32, 0.82], [0.94, -0.15, 0.78], [-0.62, -0.55, -1.94], [-0.53, 1.30, -0.50], [-0.73, 3.45, -0.04], [-0.60, -1.31, 3.59], [2.26, 1.88, -1.53], [-1.00, 0.31, 0.79], [-0.93, -1.06, 0.36], [1.37, 1.51, 1.28], [-0.48, -2.71, -0.29], [2.45, -3.89, -0.09], [0.13, 0.86, 0.64], [-1.81, 0.34, -0.45], [-0.01, 0.17, 0.32], [0.43, 0.39, -0.12], [1.77, -2.49, -1.15], [0.14, 1.10, -0.16], [-1.90, -0.76, 1.70], [-0.48, -0.76, -0.62], [-0.87, 0.14, -0.45], [0.09, -0.39, -1.00], [0.17, -0.36, 0.42], [-0.37, -0.30, 0.28], [0.98, 0.21, 0.33], [-1.35, -0.98, 0.53], [0.35, 0.51, -0.17], [-0.25, -0.97, 0.83], [0.40, 1.10, 0.37], [-0.41, -1.45, -0.84], [-0.27, 0.66, -0.09], [-0.58, -1.40, -1.65], [-0.13, 2.04, 2.10], [0.04, -0.09, -0.18], [-0.09, 0.93, 0.32], [-1.49, 2.02, -1.03]],
  "nbo_charge": [-0.61, 0.69, -0.51, -0.41, -0.19, -0.40, -0.26, -0.06, -0.43, -0.05, -0.63, -0.47, -0.46, 0.12, -0.46, -0.25, -0.08, -0.54, -0.07, -0.24, 0.23, 0.23, 0.21, 0.21, 0.21, 0.22, 0.21, 0.19, 0.18, 0.22, 0.23, 0.20, 0.40, 0.35, 0.35, 0.19, 0.21, 0.17, 0.20, 0.19, 0.17, 0.19, 0.16, 0.19],
  "e_lumo_ev": 0.66,
  "max_force_ha_per_bohr": 0.103,
  "e_above_lowest_kcal_mol": 60.1,
  "homo_lumo_gap_ev": 9.3722
}

{
  "formula": "C3H11N3",
  "method": "the ωB97M-V functional and the def2-TZVPD basis",
  "species": ["H", "N", "C", "N", "H", "H", "H", "C", "N", "C", "H", "H", "H", "H", "H", "H", "H"],
  "positions_angstrom": [[3.9343, -0.7931, -0.6869], [3.4857, 0.0005, -0.2346], [2.2443, -0.3205, -0.1245], [1.2996, 0.4865, 0.3932], [1.9117, -1.3166, -0.4201], [0.3451, 0.1961, 0.3434], [1.4924, 1.3504, 0.8822], [-2.8357, 0.5729, 0.8461], [-1.6953, 0.3048, -0.0195], [-1.6690, -0.9464, -0.8438], [-3.7461, -0.0154, 0.6869], [-3.1478, 1.6159, 0.8131], [-2.5353, 0.4141, 1.8844], [-1.7251, 1.0155, -0.7287], [-1.9490, -0.7219, -1.8707], [-0.6596, -1.3438, -0.8021], [-2.3976, -1.6619, -0.4637]],
  "atomic_forces_ev_per_a": [[0.32, 0.18, 0.17], [-0.70, -0.37, -0.15], [1.44, 0.32, 0.09], [-0.23, -0.02, 0.21], [-0.46, 0.12, -0.12], [-0.60, 0.15, 0.24], [0.31, -0.28, -0.37], [-0.18, -0.26, 1.00], [-0.26, -0.10, -1.21], [-0.55, 0.66, 0.91], [0.18, -0.19, -0.33], [0.19, 0.09, -0.29], [-0.11, -0.17, 0.06], [0.33, 0.52, 0.02], [0.12, -0.12, -0.15], [-0.02, -0.37, -0.17], [0.20, -0.17, 0.09]],
  "nbo_charge": [0.33, -0.74, 0.27, -0.83, 0.14, 0.41, 0.40, -0.42, -0.65, -0.41, 0.18, 0.20, 0.19, 0.36, 0.19, 0.19, 0.20],
  "e_lumo_ev": 0.81,
  "max_force_ha_per_bohr": 0.029,
  "e_above_lowest_kcal_mol": 27.9,
  "homo_lumo_gap_ev": 9.5458
}